A cluster of 4 separate species, C22H23F3O2 in total at a distorted geometry, computed with ωB97M-V/def2-TZVPD.

For the HOMO energy, the calculation gives -9.047 eV. Its SMILES is CCOC(C)=O.Fc1ccccc1.Fc1ccccc1.Fc1ccccc1. As for the orbital gap: 9.8 eV. The total energy comes out at -35432.942 eV. The calculation puts the LUMO energy at 0.7 eV. As for the charge: 0.

```
50
C22H23F3O2 (ωB97M-V/def2-TZVPD)
O -1.64 4.53 3.70
C -1.66 3.70 4.61
O -0.86 2.60 4.66
C -0.16 2.13 3.59
C 0.51 0.93 4.15
C -2.75 3.72 5.62
H 0.51 2.84 3.11
H -0.78 1.77 2.76
H -0.22 0.16 4.41
H 1.20 1.19 4.95
H 1.20 0.65 3.36
H -2.80 2.77 6.15
H -3.70 3.91 5.11
H -2.64 4.59 6.27
F 1.08 -0.99 -5.67
C -0.07 -0.92 -6.24
C -1.05 -1.88 -5.95
C -2.33 -1.84 -6.56
C -2.64 -0.77 -7.29
C -1.66 0.17 -7.64
C -0.41 0.13 -7.11
H -0.86 -2.73 -5.31
H -2.98 -2.68 -6.36
H -3.60 -0.68 -7.78
H -1.95 0.96 -8.33
H 0.32 0.89 -7.34
F 1.25 0.73 0.56
C 0.58 0.55 -0.66
C 1.31 0.80 -1.84
C 0.76 0.66 -3.08
C -0.58 0.26 -3.14
C -1.28 -0.10 -2.01
C -0.68 0.08 -0.75
H 2.36 1.05 -1.73
H 1.42 0.68 -3.93
H -1.01 0.15 -4.13
H -2.30 -0.41 -1.87
H -1.31 -0.26 0.06
F 3.95 -0.43 4.43
C 3.21 -1.40 3.96
C 2.85 -2.45 4.85
C 2.04 -3.46 4.32
C 1.69 -3.50 2.97
C 2.10 -2.55 2.09
C 2.79 -1.43 2.60
H 3.23 -2.41 5.86
H 1.72 -4.19 5.05
H 1.05 -4.26 2.54
H 1.93 -2.73 1.03
H 2.84 -0.54 2.00
```